No. 1
C4H7N2 | ωB97M-V/def2-TZVPD

**Spin multiplicity**: 1
**Highest occupied orbital energy (alpha / beta)**: -13.285 / -14.108 eV
**E_LUMO (alpha / beta)**: -4.48 / -4.72 eV
**Energy above the lowest of the compared OMol25 structures with the same formula, charge and spin**: 10.1668 eV
**DFT total energy**: -265.53485 hartree
**Net charge**: +1

Each line ends with the Mulliken charge.
Positions of all 13 atoms, in Å:
1 N -0.78705 -2.10831 1.24798  -0.3895
2 N 0.50712 0.37788 -0.47587  -0.2268
3 C -0.08044 -0.88135 -1.10146  -0.5536
4 C -0.69251 -1.55969 0.08657  0.5132
5 C 0.52931 0.07759 1.01996  -0.3499
6 C -0.62506 -0.67060 1.23919  -0.1681
7 H 1.55298 -0.38248 1.45134  0.3096
8 H -0.85280 -0.47621 -1.72004  0.3346
9 H 0.36467 1.15486 1.43718  0.2916
10 H -0.21425 1.03648 -0.72125  0.4123
11 H 1.46978 0.70978 -0.91356  0.3833
12 H 0.56756 -1.53444 -1.65271  0.3398
13 H -2.84437 0.21749 1.83826  0.1033

No. 2
CHClFO2S | ωB97M-V/def2-TZVPD

**Spin multiplicity**: 1
**Highest occupied orbital energy**: -3.715 eV
**E_LUMO**: 3.74 eV
**Energy above the lowest of the compared OMol25 structures with the same formula, charge and spin**: 1.1499 eV
**DFT total energy**: -1147.43438 hartree
**Net charge**: -1

Each line ends with the Mulliken charge.
Positions of all 7 atoms, in Å:
1 Cl -0.35991 -1.99047 0.56124  -0.1950
2 S 1.06939 0.80346 -0.21645  0.4852
3 F -0.89783 -0.65033 -1.52543  -0.2442
4 O 1.97903 0.10089 0.70380  -0.5940
5 O 0.46448 2.00823 0.37250  -0.5986
6 C -0.54477 -0.43782 -0.22208  -0.0178
7 H -1.71039 0.16605 0.32643  0.1644

No. 3
C33H97N17O12 | ωB97M-V/def2-TZVPD

**Spin multiplicity**: 1
**Highest occupied orbital energy**: -8.933 eV
**E_LUMO**: 0.42 eV
**Structure (SMILES)**: COC[C@H](C)N.COC[C@H](C)N.COC[C@H](C)N.COC[C@H](C)N.COC[C@H](C)N.COC[C@H](C)N.COC[C@H](C)N.NC(N)=O.NC(N)=O.NC(N)=O.NC(N)=O.NC(N)=O
**Energy above the lowest of the compared OMol25 structures with the same formula, charge and spin**: 2.1133 eV
**DFT total energy**: -3149.28792 hartree

Each line ends with the Mulliken charge.
Positions of all 159 atoms, in Å:
1 O 3.69848 -4.91030 0.76763  -0.6402
2 O 5.14226 -0.45987 2.69401  -0.7463
3 O -2.40509 -0.81420 -5.00091  -0.7479
4 O -4.38416 2.75169 0.83523  -0.0628
5 O 0.98969 3.24161 -4.20270  -0.2740
6 O 2.57736 -3.27545 6.87228  -0.3953
7 O 4.22308 1.48002 -1.29199  -0.5074
8 O -0.11966 -4.38205 -2.72049  -0.1183
9 O 1.17233 5.31987 2.17128  -0.2615
10 O -4.82759 -2.02549 -1.22624  -0.4654
11 O -2.87478 -1.06932 2.41589  -0.4927
12 O -0.04884 -0.51377 -0.63846  0.6406
13 N -1.96189 5.43832 0.77160  -0.6288
14 N -4.79523 0.08047 2.51511  -0.2565
15 N -3.70668 0.60130 -2.78761  -0.0590
16 N 4.85121 1.80367 2.89514  -0.4585
17 N 4.04387 3.68989 0.54790  -0.3192
18 N -0.54676 -2.18769 -5.30808  -0.4080
19 N 3.79753 -2.74696 1.44039  0.4935
20 N 5.52052 -4.19272 1.97554  -0.3200
21 N 0.87246 -2.51965 3.66716  -0.0083
22 N 0.46085 -6.05426 0.70691  -0.7100
23 N -1.61216 5.45293 -2.92655  -0.8868
24 N -0.35532 0.04779 1.56091  -0.0422
25 N -0.90721 -1.07523 -3.30975  1.5358
26 N 2.67902 -1.81663 -1.17332  -0.0413
27 N -4.62049 -2.19975 3.40975  -0.5654
28 N 3.01554 0.24443 2.98476  0.0374
29 N -1.88464 0.68358 -0.00279  1.3846
30 C 0.69612 2.23774 -5.13719  -0.5797
31 C 3.66761 0.23317 -0.85515  0.2101
32 C 2.38253 -4.50745 4.12547  -1.6281
33 C -1.34374 -5.05304 -3.16395  -0.6939
34 C -4.71044 -1.65323 -2.62790  -0.0341
35 C 2.91144 -0.28305 -3.23111  -1.1517
36 C -4.05559 -1.04013 2.78492  0.4828
37 C 2.43077 4.61393 2.01552  -0.9100
38 C -0.32685 -3.73875 0.24056  0.6622
39 C -3.88040 4.08498 0.81681  -1.5578
40 C 2.71737 4.21229 0.51447  0.3600
41 C 5.53559 1.34057 -1.64427  -1.0000
42 C 1.53515 -3.67406 7.75721  -0.7035
43 C -2.09899 3.53007 2.42749  -1.3996
44 C -5.73898 -0.09370 -4.16850  -1.6574
45 C 0.10345 4.34628 -4.19921  -1.2697
46 C 0.54127 -5.19231 -1.70221  -0.5452
47 C -0.65335 4.34484 -2.90969  1.6622
48 C 1.34294 6.66902 1.70066  -0.8931
49 C -4.90431 -0.20912 -2.90141  0.2979
50 C 4.37332 0.48910 2.91957  0.4893
51 C 4.31560 -4.05104 1.37503  0.3338
52 C -3.88302 -2.76581 -0.44635  0.1065
53 C 1.40097 -3.45157 4.71132  0.7173
54 C 1.69283 3.12795 0.07844  -0.3897
55 C -0.69380 0.00594 0.25871  -0.2420
56 C -0.22500 -5.17213 -0.31940  0.0079
57 C -2.41313 4.05982 1.03037  3.3488
58 C -5.73715 2.53615 0.27469  -0.6906
59 C -1.28691 2.97647 -2.71761  -0.9034
60 C -1.35826 -1.38852 -4.56132  -0.0493
61 C 2.09639 -2.55596 5.76705  -0.5767
62 C 3.50437 -0.83813 -1.93410  0.0839
63 H 5.78973 1.86229 2.52420  0.2942
64 H 1.91077 2.82004 -0.96021  0.3187
65 H -1.89402 2.73005 -3.56596  0.3845
66 H -1.14485 -0.00359 2.14938  0.3493
67 H -3.80191 -1.99791 -3.07556  -0.2553
68 H -1.20437 -5.64609 -0.40930  0.4335
69 H -0.17395 -1.45308 -2.77302  -0.1886
70 H -2.96797 3.20074 3.04269  0.2049
71 H 1.91572 -4.21153 8.58616  0.3067
72 H 1.47093 -5.95927 0.51558  0.2494
73 H 2.98082 -2.10729 5.25300  0.1058
74 H -0.22322 1.66791 -4.94510  0.2385
75 H 0.79977 -4.33051 7.28738  0.2613
76 H -0.51282 2.23598 -2.50050  -0.2629
77 H 0.67342 -6.23728 -2.03774  0.3176
78 H -6.76155 -0.52729 -4.07520  0.4600
79 H -5.60625 -2.37694 3.22075  0.2363
80 H 2.66196 -0.74013 2.92134  -0.0868
81 H -5.67575 1.51474 -0.07557  0.1026
82 H 4.11291 3.09826 -0.23778  0.2265
83 H -6.58685 2.75362 0.96197  0.2335
84 H 4.45223 -2.02990 1.81314  0.1529
85 H -5.91327 0.97080 -4.41362  0.4106
86 H 2.28252 -1.03699 -3.76446  0.3108
87 H 0.25037 -7.02972 0.34113  0.3322
88 H 1.54387 -4.77874 -1.56724  0.0301
89 H 2.82464 -5.06210 4.97137  0.4673
90 H 0.62784 -4.02058 5.29882  0.1030
91 H 4.45678 -1.26259 -2.15665  0.7715
92 H -1.87953 2.94377 -1.80371  -0.1004
93 H -1.42494 2.66019 2.40906  0.0422
94 H -4.10688 1.56917 -2.82166  0.2933
95 H 0.36992 -0.56272 1.88822  -0.2065
96 H -1.88903 5.53562 -1.94264  0.3018
97 H 0.05246 4.45416 -2.10128  -0.3119
98 H 2.15526 0.40888 -2.89652  -0.0488
99 H -4.47673 -3.07163 0.47877  0.1616
100 H 0.67630 2.58969 -6.17894  0.4138
101 H 2.31372 0.95559 3.11290  0.1727
102 H 2.73714 -2.72753 -1.66353  0.1614
103 H 2.50011 5.02132 -0.22528  0.1622
104 H 1.45335 -1.70429 6.02741  0.4115
105 H -2.48981 6.21107 1.23226  0.3242
106 H 3.30018 5.12861 2.47348  0.3965
107 H -5.61574 0.23806 3.08737  0.2025
108 H 4.25435 2.51599 2.50085  0.0967
109 H 3.25416 -4.07287 3.71185  0.3702
110 H -1.58366 4.36800 2.89261  0.5362
111 H 1.47472 6.81265 0.61225  0.2993
112 H -5.48524 0.07428 -2.05188  -0.0717
113 H -5.86456 3.15035 -0.62841  0.3667
114 H -0.12415 -2.42496 3.71797  0.1080
115 H -4.40930 0.88839 2.01018  0.0530
116 H 1.71903 -1.53196 -1.09737  -0.4751
117 H -0.56860 4.27840 -5.07219  0.4386
118 H -0.15682 -2.99097 -4.80852  0.2444
119 H -3.06726 -2.06356 -0.18396  -0.2002
120 H 0.72279 5.22179 -4.31520  0.4691
121 H -5.27012 -0.60641 -5.02388  0.3085
122 H -4.20866 4.66178 -0.06652  0.4361
123 H 6.00693 0.40438 -1.30160  0.3161
124 H 1.08786 -2.98181 2.80553  -0.2047
125 H -3.29221 0.50930 -3.76065  0.0711
126 H 1.49924 1.47974 -5.05208  0.0409
127 H 4.21005 -0.13974 0.03436  0.8065
128 H -1.13306 -5.80558 -3.93085  0.2588
129 H -2.07914 3.38043 0.21749  -1.6745
130 H -2.29566 0.85594 0.87420  -0.5037
131 H 2.29142 7.16102 2.05874  0.3427
132 H 6.16358 2.14359 -1.31632  0.3780
133 H -0.96988 -3.79679 1.11985  0.3900
134 H 0.67039 3.54985 0.12610  -0.1392
135 H -2.01983 -4.27569 -3.55198  0.1115
136 H 1.74899 2.29362 0.73220  0.1105
137 H 6.10303 -4.98716 2.02589  0.2082
138 H -5.49457 -2.20730 -3.18748  0.4381
139 H -1.13446 6.33285 -3.17311  0.3203
140 H 0.71013 -3.41628 0.51291  -0.6142
141 H -1.51796 -0.55629 -2.65026  -0.8260
142 H 3.50856 -2.38249 0.52959  -0.1081
143 H -3.36348 -3.58648 -0.99546  0.1917
144 H -4.01432 -2.97816 3.27725  0.2623
145 H -2.52997 0.22522 -0.64286  -0.8010
146 H 2.62213 0.53787 -0.52185  -1.0147
147 H 1.93722 -5.26450 3.52819  0.3981
148 H 5.58891 1.28311 -2.75332  0.2502
149 H 1.04695 -2.77396 8.13512  0.3007
150 H 3.46716 0.26157 -3.96859  0.4820
151 H -0.72275 -3.00594 -0.47072  -0.5067
152 H 6.01143 -3.37461 2.28333  0.1258
153 H -1.00076 5.61823 1.08779  0.1382
154 H 2.41462 3.70271 2.60309  0.2847
155 H 0.48479 7.24780 2.04294  0.3251
156 H -1.91867 -5.59441 -2.39855  0.3604
157 H -1.00747 -2.49673 -6.13544  0.3433
158 H -4.38340 4.46400 1.71820  0.4299
159 H 4.72262 4.46636 0.57425  0.2807

No. 4
FH | ωB97M-V/def2-TZVPD

**Spin multiplicity**: 1
**Highest occupied orbital energy**: -14.372 eV
**E_LUMO**: 1.30 eV
**Structure (SMILES)**: F
**Energy above the lowest of the compared OMol25 structures with the same formula, charge and spin**: 0.0158 eV
**DFT total energy**: -100.46149 hartree

Each line ends with the Mulliken charge.
Positions of all 2 atoms, in Å:
1 F 0.06163 -0.37436 0.28363  -0.3991
2 H -0.06163 0.37436 -0.28363  0.3991

No. 5
C5H8O | ωB97M-V/def2-TZVPD

**Spin multiplicity**: 1
**Highest occupied orbital energy**: -8.428 eV
**E_LUMO**: 0.96 eV
**Energy above the lowest of the compared OMol25 structures with the same formula, charge and spin**: 2.7119 eV
**DFT total energy**: -270.45823 hartree

Each line ends with the Mulliken charge.
Positions of all 14 atoms, in Å:
1 O -0.99511 -1.46940 -0.11237  -0.1406
2 C 0.09291 -1.49844 0.60741  -0.6022
3 C 1.61008 -0.03880 -0.43963  -1.2706
4 C -0.68764 0.79347 0.45969  -0.7431
5 C -1.49065 -0.12612 -0.44410  -0.4083
6 C 0.56963 -0.05155 0.70300  0.5612
7 H 1.04943 0.16197 1.66092  0.4192
8 H 1.19554 0.39456 -1.35591  0.3207
9 H -1.21940 0.95097 1.40485  0.3048
10 H 1.89154 -1.07747 -0.65922  0.3365
11 H -0.49676 1.76938 0.00364  0.3188
12 H 2.52372 0.49444 -0.17246  0.3535
13 H -1.30795 0.03739 -1.51010  0.2494
14 H -2.56557 -0.14538 -0.26076  0.3007

Result set for max |F|: 6.48, 4.58, 3.24, 1.29, 0.38 eV/A, one per record in the order listed.